ORCA calculation (ωB97M-V/def2-TZVPD) on the molecule C5H7NO.

## Properties
E ... -8831.39689 eV
Max |F| ... 4.63 eV/Å
E_HOMO (alpha / beta) ... -6.6646 / -11.5482 eV
Energy relative to the best compared isomer or geometry (same formula, charge and spin) ... 0.00 kJ/mol
Orbital gap (alpha / beta) ... 7.27 / 10.42 eV

Structure (ORCA input):
```
! RIJCOSX wB97M-V def2-TZVPD def2/J DEFGRID3
* xyz 0 3
O 1.8053 -1.0831 0.7910
N -2.9821 -0.6241 0.2648
C 0.2219 -0.5540 -1.0762
C -1.9096 -0.2229 0.0756
C 0.7806 -1.4713 0.0375
C -0.7039 0.2807 -0.2237
C -0.1522 1.5880 0.4176
H 0.2181 -2.1765 0.4545
H 2.1911 -0.2414 0.4193
H -0.0613 2.5365 -0.2304
H -0.4230 -1.1422 -1.6114
H 0.8107 1.2891 1.0138
H 0.9977 -0.0003 -1.5623
H -0.7932 1.8216 1.2299
*
```

Here are the natural (NBO) charges for atoms 1 to 5, given in e: -0.6533, -0.2740, -0.5098, 0.1629, 0.1170